(1)
48
Properties=species:S:1:pos:R:3:forces:R:3:mulliken_charge:R:1 method="wB97M-V/def2-TZVPD" e_tot_ev=-37315.687 max_force_ev_per_a=4.50 smiles="CN(C)Cc1cc(C(=O)N(C)C)ccc1Oc1ccc(OC(F)(F)F)cc1" total_charge=0 e_above_lowest_ev=5.563 lumo_ev=0.62 gap_ev=8.83
O -3.010 0.500 -3.791 -0.2 -0.1 1.3 -0.62
F 4.142 5.669 5.559 -0.1 -1.8 -1.0 -0.24
F 4.497 3.570 4.777 -0.3 1.4 0.1 -0.21
F 4.734 5.355 3.503 -0.6 -1.0 0.7 -0.24
O 1.310 0.321 0.877 0.2 -0.6 0.8 -0.35
O 2.589 4.773 4.197 2.7 -0.7 0.4 -0.42
C -2.925 0.042 -2.654 -1.5 -2.3 -1.9 -0.04
C 1.388 1.491 3.083 -2.0 -4.0 -0.7 -0.44
C 2.151 2.573 1.183 0.3 0.7 -0.6 -0.05
C 1.720 2.535 3.873 -0.1 1.0 3.7 -0.45
C 2.497 3.704 1.999 -1.2 -1.3 0.2 -0.68
C -0.273 1.527 -0.562 1.0 -2.6 0.3 -0.71
C -1.181 1.281 -1.557 -1.4 2.4 0.7 -1.18
C -0.892 -1.055 -1.669 0.2 -0.7 0.9 -0.48
C 1.594 1.386 1.687 0.5 3.1 0.9 0.09
C 2.244 3.680 3.382 1.3 0.5 -2.5 0.40
C 0.374 0.327 -0.149 -0.4 1.9 0.6 0.86
C -1.612 0.039 -1.950 -2.0 2.0 -0.5 0.21
C 0.096 -0.906 -0.727 2.3 -1.6 -0.1 0.77
N -4.002 -0.795 -2.143 1.1 0.8 -0.1 0.16
N 0.933 -3.313 -1.329 -1.4 0.5 0.7 0.26
C 4.018 4.795 4.514 -1.9 1.6 -0.3 0.82
C -4.358 -1.033 -0.743 0.6 -1.3 0.8 -0.79
C -4.913 -1.419 -3.062 1.6 -0.9 -1.1 -1.17
C 0.199 -4.515 -0.749 -0.6 3.0 -1.3 -1.02
C 1.998 -3.629 -2.328 -3.1 -0.1 1.1 -1.24
C 1.096 -2.093 -0.448 -1.1 -0.9 -2.1 -1.23
H 0.811 0.663 3.559 0.8 0.5 -0.3 0.29
H 2.250 2.590 0.084 0.3 0.4 0.7 0.47
H 1.602 2.584 5.013 -0.2 -0.7 -1.8 0.27
H 2.837 4.636 1.613 0.4 0.3 -0.7 0.44
H -0.150 2.484 -0.078 0.2 0.0 -0.2 0.58
H -1.753 2.152 -1.877 -0.1 -0.3 -0.2 0.36
H -1.123 -1.981 -2.143 0.1 -0.8 0.1 0.66
H -3.477 -1.549 -0.223 -1.2 0.9 -0.3 0.21
H -4.603 -0.054 -0.319 0.1 -0.4 0.6 0.30
H -5.283 -1.755 -0.591 1.9 1.6 -0.8 0.32
H -4.658 -2.515 -3.142 -0.6 0.8 0.3 0.29
H -5.928 -1.245 -2.813 -1.0 0.0 0.3 0.43
H -4.710 -1.024 -4.040 -0.1 0.3 -0.5 0.37
H -0.049 -5.098 -1.622 -0.4 -0.4 -0.1 0.36
H 0.778 -5.109 -0.092 0.7 -0.6 1.0 0.33
H -0.765 -4.161 -0.244 1.4 -0.5 -0.7 0.26
H 2.300 -2.846 -2.971 0.1 1.1 -0.4 0.35
H 1.676 -4.463 -2.920 -0.7 -0.2 -0.7 0.33
H 2.769 -4.045 -1.820 3.2 -0.9 1.5 0.50
H 0.996 -2.332 0.593 0.5 -0.3 0.6 0.39
H 2.067 -1.746 -0.735 0.8 0.5 0.6 0.49



(2)
13
Properties=species:S:1:pos:R:3:forces:R:3:mulliken_charge:R:1 method="wB97M-V/def2-TZVPD" e_tot_ev=-6783.916 max_force_ev_per_a=2.41 total_charge=0 e_above_lowest_ev=4.596 lumo_ev=1.21 gap_ev=9.99
C -1.559 0.059 0.099 -0.3 0.1 0.3 -0.72
C -0.331 -0.763 0.462 -0.1 -0.4 0.4 -0.13
C 0.433 -0.278 -0.789 -0.3 -1.0 0.9 -0.46
C 1.609 0.104 0.084 0.3 -0.1 0.1 -0.41
N 0.451 0.421 1.018 0.0 0.4 0.3 -0.60
C -0.350 0.917 -0.214 -0.2 0.4 -0.1 -0.12
H -2.131 -0.265 -0.783 0.2 0.0 0.3 0.24
H -2.193 0.378 0.922 -0.1 0.0 0.0 0.30
H -0.298 -1.778 0.880 0.2 0.3 0.1 0.46
H 0.200 -1.083 -1.456 0.6 0.6 -2.3 0.44
H 2.182 1.020 -0.119 -0.1 -0.3 -0.3 0.27
H 2.281 -0.714 0.356 -0.1 0.1 0.4 0.24
H -0.294 1.982 -0.460 0.0 -0.2 -0.2 0.48



(3)
81
Properties=species:S:1:pos:R:3:forces:R:3:mulliken_charge:R:1 method="wB97M-V/def2-TZVPD" e_tot_ev=-170398.973 max_force_ev_per_a=1.14 total_charge=+3 e_above_lowest_ev=1.010 lumo_ev="-11.09 / -11.08" gap_ev="4.48 / 4.50"
Ir -0.344 -0.508 -0.982 -0.2 -0.2 -0.8 0.63
C -0.877 -1.563 -4.553 0.1 0.0 0.0 -1.26
As -0.662 -0.096 -3.319 -0.3 -0.1 0.2 0.73
C -2.287 0.920 -3.600 0.0 0.0 -0.2 -0.98
C 0.709 1.017 -4.030 0.0 0.0 0.0 0.58
C 1.214 0.958 -5.321 -0.1 0.2 0.0 -0.54
C 2.078 1.960 -5.742 0.0 0.0 0.0 -0.67
C 2.416 3.001 -4.886 0.0 0.0 0.0 -0.87
C 1.929 3.036 -3.586 0.1 -0.1 0.0 -0.70
C 1.089 2.019 -3.149 0.0 0.0 -0.1 0.10
As 0.453 1.896 -1.321 0.2 -0.7 0.1 0.64
C -0.560 3.547 -1.188 0.0 -0.1 0.1 -1.31
C 2.101 2.380 -0.415 0.0 0.1 0.0 -0.89
H -1.113 -1.127 -5.523 0.0 0.0 0.0 0.55
H -1.703 -2.200 -4.248 0.0 0.0 0.0 0.41
H 0.037 -2.149 -4.628 0.0 0.0 0.0 0.43
H -2.319 1.254 -4.636 0.0 0.0 0.0 0.43
H -2.303 1.782 -2.938 0.0 0.0 0.0 0.17
H -3.156 0.298 -3.390 0.0 0.0 0.0 0.42
H 0.941 0.161 -6.002 0.0 0.0 0.0 0.43
H 2.482 1.934 -6.745 0.0 0.0 0.0 0.43
H 3.080 3.783 -5.230 0.0 0.0 0.0 0.44
H 2.236 3.840 -2.929 0.0 0.0 0.0 0.34
H 0.116 4.330 -1.528 -0.1 0.0 0.0 0.47
H -0.867 3.760 -0.170 0.0 0.0 0.0 0.38
H -1.431 3.513 -1.837 0.0 0.0 0.0 0.36
H 2.379 3.384 -0.734 0.0 0.0 0.1 0.57
H 2.877 1.676 -0.705 0.0 0.0 0.0 0.30
H 1.983 2.388 0.664 0.1 0.1 0.1 0.05
N -1.364 -2.429 4.106 0.2 0.1 0.0 0.05
C -1.883 -2.907 2.775 0.0 -0.1 -0.1 -1.07
C -1.783 -1.893 1.636 0.0 -0.1 -0.1 0.16
N -0.463 -1.755 0.999 0.4 0.6 0.4 -0.01
H -1.533 -3.133 4.830 0.0 0.0 0.0 0.45
H -1.818 -1.559 4.406 0.0 0.0 0.0 0.21
H -0.351 -2.244 4.090 -0.1 0.0 0.0 -0.02
H -2.927 -3.174 2.934 0.0 0.0 0.0 0.46
H -1.333 -3.821 2.548 0.0 0.0 0.0 0.41
H -2.120 -0.899 1.933 -0.1 0.0 0.1 -0.08
H -2.486 -2.250 0.883 0.0 0.1 0.0 0.28
H -0.104 -2.659 0.702 0.0 0.0 -0.1 0.46
H 0.216 -1.359 1.646 -0.1 -0.4 -0.1 -0.80
C 1.823 -1.140 4.046 -0.1 0.1 0.0 -1.21
Si 2.221 0.143 2.712 0.5 -1.0 0.1 0.03
C 3.154 1.561 3.475 -0.2 0.4 -0.1 -1.04
C 3.137 -0.720 1.328 -0.1 0.1 0.0 -0.78
C 0.593 0.834 2.004 0.3 0.5 -0.6 1.28
Si -0.802 1.843 2.791 -1.0 -0.1 0.1 0.07
C -1.469 1.007 4.345 0.2 0.0 0.0 -1.32
C 0.001 3.468 3.238 0.4 0.0 -0.1 -1.11
C -2.254 2.003 1.612 0.2 -0.1 0.0 -1.00
H 2.673 -1.260 4.721 0.1 0.0 -0.1 0.46
H 1.639 -2.139 3.629 0.0 0.0 0.0 0.42
H 0.996 -0.802 4.677 0.0 -0.1 0.0 0.23
H 4.033 1.150 3.979 0.0 -0.1 -0.1 0.47
H 2.567 2.094 4.222 0.0 0.0 0.0 0.36
H 3.503 2.282 2.735 0.0 0.0 0.0 0.36
H 3.965 -1.320 1.711 0.0 0.0 0.1 0.49
H 3.565 -0.006 0.625 0.0 0.0 0.0 0.36
H 2.479 -1.382 0.754 0.0 0.0 0.0 0.07
H 0.649 0.853 0.893 0.0 0.5 0.6 -1.16
H -0.697 0.521 4.946 -0.1 0.0 0.0 0.43
H -2.283 0.316 4.101 0.0 0.0 0.0 0.36
H -1.920 1.764 4.991 0.0 0.0 -0.1 0.48
H 0.706 3.359 4.062 0.0 0.0 0.0 0.37
H -0.776 4.168 3.559 -0.1 -0.1 0.0 0.44
H 0.534 3.923 2.401 0.0 0.0 0.0 0.32
H -2.329 1.143 0.937 0.0 0.1 0.0 0.11
H -2.189 2.888 0.985 0.0 0.0 0.0 0.44
H -3.192 2.089 2.163 0.0 0.0 0.1 0.56
C -1.430 -5.090 -2.362 0.0 0.0 0.0 -0.36
C -2.441 -4.166 -2.130 0.0 0.0 0.0 -1.10
C -2.102 -2.882 -1.753 0.1 0.0 0.1 -0.06
N -0.824 -2.494 -1.590 0.1 0.2 0.3 0.58
C 0.155 -3.389 -1.822 0.0 0.1 0.0 -0.11
C -0.111 -4.688 -2.208 0.0 -0.1 0.0 -0.95
H -1.667 -6.102 -2.662 0.0 0.0 0.0 0.46
H -3.483 -4.429 -2.251 0.0 0.0 0.0 0.51
H -2.854 -2.121 -1.584 0.0 0.0 0.0 0.47
H 1.169 -3.025 -1.703 0.0 0.0 0.0 0.45
H 0.711 -5.367 -2.390 0.0 0.0 0.0 0.50



(4)
11
Properties=species:S:1:pos:R:3:forces:R:3:mulliken_charge:R:1 method="wB97M-V/def2-TZVPD" e_tot_ev=-10682.015 max_force_ev_per_a=5.30 smiles="FC1=CCC=C1F" total_charge=0 e_above_lowest_ev=1.572 lumo_ev=0.94 gap_ev=9.78
C -1.091 -0.533 0.524 2.8 3.5 -2.8 0.26
C -0.880 0.813 0.452 1.9 -0.2 -0.3 -0.59
C 0.653 0.884 -0.043 -1.0 2.9 2.4 -0.22
C 1.067 -0.416 -0.556 -0.9 -0.8 -1.2 -0.59
C -0.038 -1.163 -0.321 2.1 -1.5 0.5 0.54
H -1.407 1.779 0.747 0.6 -2.0 0.0 0.34
H 0.817 1.637 -0.820 0.0 0.4 0.5 0.31
H 1.076 1.255 1.041 -0.2 -0.8 -2.7 0.21
H 1.883 -0.635 -1.364 -1.6 0.4 2.1 0.30
F -2.060 -1.154 1.027 -2.8 -2.1 1.3 -0.27
F -0.020 -2.467 -0.686 -1.0 0.2 0.3 -0.28